Entry 1:
A single C5H7N molecule in a non-equilibrium geometry, computed with ωB97M-V/def2-TZVPD.

Element x y z (Å)
C: -1.925 -0.187 0.624
C: -0.994 0.234 -0.238
C: 0.428 0.712 0.167
C: 1.550 -0.274 -0.077
C: 0.101 0.826 1.569
N: -0.683 0.685 2.409
H: -1.869 -0.212 1.664
H: -2.994 -0.257 0.318
H: -1.214 0.326 -1.387
H: 0.788 1.681 -0.211
H: 1.142 -1.306 -0.273
H: 2.122 -0.161 0.884
H: 2.169 -0.103 -1.036

- relative energy (zero: lowest compared OMol25 entry of this formula, charge and spin) (eV) = 3.117
- spin multiplicity = 1
- molecular weight (g mol⁻¹) = 81.1
- E_HOMO (eV) = -9.823
- orbital gap (eV) = 10.643
- structure (SMILES) = C=C[C@H](C)C#N

=====

Entry 2:
3 unconnected molecules or ions with the total composition C33H73O3P2 in a non-equilibrium geometry, computed with ωB97M-V/def2-TZVPD.

Element x y z (Å)
C: -8.672 9.788 2.691
C: -7.329 9.603 1.941
C: -6.305 8.846 2.798
C: -6.302 7.344 2.626
P: -4.915 6.452 3.420
C: -5.200 4.648 3.373
C: -5.959 3.914 4.545
C: -6.189 2.418 4.363
C: -4.917 1.631 4.205
C: -3.420 6.811 2.410
C: -3.279 6.068 1.075
C: -2.099 6.546 0.199
C: -0.723 6.232 0.598
C: -4.803 7.100 5.166
C: -6.150 7.119 5.966
C: -5.940 6.971 7.459
C: -5.321 5.647 7.921
H: -9.150 8.822 2.853
H: -9.426 10.280 2.077
H: -8.483 10.328 3.619
H: -6.953 10.557 1.572
H: -7.502 9.042 1.023
H: -6.506 9.136 3.829
H: -5.304 9.153 2.496
H: -6.307 7.080 1.569
H: -7.245 7.013 3.062
H: -4.191 4.242 3.310
H: -5.714 4.472 2.428
H: -6.864 4.475 4.781
H: -5.404 3.926 5.483
H: -6.774 2.314 3.449
H: -6.715 2.006 5.225
H: -4.438 1.821 3.244
H: -5.191 0.577 4.158
H: -4.257 1.861 5.041
H: -2.560 6.810 3.081
H: -3.488 7.864 2.140
H: -4.146 6.285 0.452
H: -3.289 4.979 1.103
H: -2.269 7.618 0.097
H: -2.311 6.120 -0.782
H: -0.354 6.898 1.378
H: -0.103 6.226 -0.298
H: -0.643 5.193 0.916
H: -4.486 8.119 4.946
H: -3.937 6.774 5.741
H: -6.905 6.387 5.677
H: -6.685 8.051 5.782
H: -6.885 6.936 8.000
H: -5.379 7.799 7.893
H: -4.764 5.756 8.852
H: -4.456 5.356 7.325
H: -6.088 4.875 7.843
C: 8.275 -9.977 -2.199
C: 7.283 -8.910 -2.884
C: 7.783 -8.241 -4.113
C: 6.809 -7.637 -5.090
P: 5.589 -6.503 -4.513
C: 4.371 -7.380 -3.596
C: 3.246 -6.602 -2.884
C: 2.271 -7.490 -2.112
C: 0.994 -6.711 -1.625
C: 6.168 -5.230 -3.259
C: 5.618 -3.831 -3.287
C: 6.351 -2.794 -2.476
C: 6.468 -3.063 -0.952
C: 4.556 -5.782 -5.859
C: 3.918 -6.751 -6.846
C: 3.354 -6.014 -8.073
C: 2.875 -6.810 -9.311
H: 9.161 -9.419 -1.896
H: 8.463 -10.840 -2.838
H: 7.887 -10.428 -1.286
H: 7.050 -8.150 -2.139
H: 6.407 -9.505 -3.141
H: 8.459 -8.894 -4.665
H: 8.383 -7.390 -3.790
H: 6.225 -8.477 -5.464
H: 7.314 -7.042 -5.852
H: 4.976 -7.830 -2.809
H: 3.962 -8.214 -4.166
H: 2.730 -6.070 -3.683
H: 3.758 -5.928 -2.196
H: 2.787 -7.936 -1.262
H: 2.045 -8.240 -2.870
H: 0.334 -7.477 -1.218
H: 0.507 -6.234 -2.476
H: 1.145 -5.924 -0.887
H: 7.238 -5.300 -3.456
H: 6.072 -5.644 -2.256
H: 4.540 -3.774 -3.135
H: 5.559 -3.396 -4.284
H: 5.961 -1.784 -2.594
H: 7.420 -2.754 -2.685
H: 5.493 -2.998 -0.470
H: 7.145 -2.395 -0.420
H: 6.790 -4.089 -0.777
H: 5.160 -5.023 -6.357
H: 3.862 -5.173 -5.280
H: 3.017 -7.186 -6.414
H: 4.571 -7.564 -7.165
H: 4.278 -5.596 -8.473
H: 2.700 -5.172 -7.847
H: 1.788 -6.869 -9.355
H: 3.377 -7.772 -9.409
H: 3.245 -6.284 -10.191
O: 0.964 1.431 3.636
C: 1.273 2.332 4.607
O: 2.385 2.103 5.032
O: 0.488 3.228 5.027
H: 1.842 1.118 3.866

- relative energy (zero: lowest compared OMol25 entry of this formula, charge and spin) (eV) = 4.806
- spin multiplicity = 1
- molecular weight (g mol⁻¹) = 579.9
- net charge = +1
- E_HOMO (eV) = -6.888
- orbital gap (eV) = 4.899

=====

Entry 3:
A molecular structure, C24H32GdN3O8P2 in a non-equilibrium geometry, computed with ωB97M-V/def2-TZVPD.

Element x y z (Å)
C: -0.538 3.768 -2.899
C: -0.589 2.428 -2.503
N: 0.201 1.961 -1.507
C: 1.129 2.778 -0.965
C: 1.177 4.136 -1.285
C: 0.332 4.649 -2.264
C: -1.525 1.512 -3.262
P: -1.968 -0.020 -2.357
Gd: 0.009 -0.464 -0.516
P: 2.575 0.466 -0.046
C: 2.121 2.258 0.081
C: 0.174 -2.791 -1.146
C: -0.893 -3.376 -0.481
C: -0.783 -4.739 -0.108
C: 0.328 -5.493 -0.519
C: 1.374 -4.876 -1.239
C: 1.292 -3.491 -1.536
O: -0.484 0.339 -5.547
O: 0.658 -1.721 -4.276
H: -1.198 4.063 -3.708
H: 1.902 4.739 -0.747
H: 0.358 5.706 -2.531
C: -3.407 0.477 -1.371
C: -2.658 -1.238 -3.503
H: 3.051 2.848 0.034
H: 1.698 2.410 1.090
H: -1.062 1.194 -4.253
H: -2.451 2.057 -3.506
C: 3.163 -0.042 1.603
C: 4.115 0.498 -1.003
H: -1.798 -2.810 -0.225
H: -1.566 -5.192 0.514
H: 0.382 -6.563 -0.278
H: 2.245 -5.458 -1.552
H: 2.109 -2.965 -2.044
H: 0.851 -1.291 -3.353
H: 0.456 -2.649 -4.071
H: -0.034 -0.478 -5.163
H: 0.190 0.842 -6.024
H: 0.896 -0.731 -2.271
H: -4.242 0.696 -2.045
H: -3.672 -0.345 -0.693
H: -3.168 1.354 -0.756
H: -3.532 -0.817 -4.016
H: -1.893 -1.559 -4.222
H: -2.953 -2.113 -2.907
H: 4.918 0.982 -0.431
H: 4.388 -0.543 -1.224
H: 3.942 1.016 -1.955
H: 4.140 0.412 1.818
H: 2.439 0.214 2.388
H: 3.258 -1.138 1.592
O: 0.236 -1.176 1.721
C: -0.635 -0.308 2.092
O: -1.304 0.368 1.219
C: -0.793 0.021 3.539
C: -1.379 1.252 3.837
C: -1.467 1.687 5.171
C: -0.982 0.915 6.230
C: -0.402 -0.320 5.917
C: -0.300 -0.783 4.582
N: 0.138 -1.106 6.994
O: 0.046 -0.655 8.159
O: 0.680 -2.199 6.724
N: -2.056 2.974 5.393
O: -2.443 3.607 4.382
O: -2.161 3.413 6.556
H: -1.753 1.884 3.037
H: -1.043 1.271 7.255
H: 0.161 -1.747 4.379

- spin multiplicity = 8
- molecular weight (g mol⁻¹) = 709.7
- E_HOMO (alpha / beta) (eV) = -7.216 / -6.951
- orbital gap (alpha / beta) (eV) = 5.671 / 5.406

=====

Entry 4:
3 unconnected molecules or ions with the total composition C11H21Br4NO2S, computed with ωB97M-V/def2-TZVPD.

Element x y z (Å)
C: 3.965 2.557 0.034
C: 2.832 1.879 0.805
O: 1.511 2.121 0.307
C: 1.139 1.660 -0.964
S: 1.126 3.028 -2.198
N: 2.031 0.581 -1.397
C: 1.501 -0.630 -0.881
O: 2.071 -1.685 -0.957
C: 0.152 -0.354 -0.241
C: -0.239 1.001 -0.831
C: -1.307 1.793 -0.102
H: 3.575 3.232 -0.726
H: 4.590 1.828 -0.479
H: 4.595 3.138 0.708
H: 3.009 0.803 0.866
H: 2.774 2.254 1.824
H: 1.573 3.948 -1.340
H: 2.178 0.544 -2.399
H: -0.512 -1.168 -0.529
H: 0.274 -0.348 0.845
H: -0.555 0.809 -1.865
H: -0.876 2.421 0.678
H: -2.019 1.115 0.369
H: -1.856 2.436 -0.788
Br: -1.251 -4.188 -1.283
C: 0.638 -4.661 -1.239
C: 1.097 -5.278 -2.531
Br: 0.432 -7.090 -2.773
H: 0.760 -5.338 -0.398
H: 1.175 -3.734 -1.049
H: 2.182 -5.352 -2.542
H: 0.761 -4.711 -3.394
Br: -3.044 2.405 3.379
C: -4.816 1.679 3.049
C: -4.859 0.183 3.220
Br: -4.002 -0.751 1.748
H: -5.095 1.981 2.044
H: -5.474 2.158 3.771
H: -5.890 -0.165 3.232
H: -4.354 -0.136 4.126

- spin multiplicity = 1
- molecular weight (g mol⁻¹) = 551.0
- E_HOMO (eV) = -9.480
- orbital gap (eV) = 10.031
- structure (SMILES) = CCO[C@@]1(S)NC(=O)C[C@H]1C.BrCCBr.BrCCBr

=====

Entry 5:
5 unconnected molecules or ions with the total composition C43H94F6N3OP2 in a non-equilibrium geometry, computed with ωB97M-V/def2-TZVPD.

Element x y z (Å)
P: -0.243 0.203 0.465
F: 0.613 1.241 1.241
F: -1.500 0.480 1.476
F: -0.582 1.594 -0.450
F: -1.163 -0.678 -0.556
F: 1.056 0.045 -0.476
F: 0.389 -1.167 1.264
C: 7.686 1.928 3.092
C: 6.623 1.040 2.307
C: 5.958 -0.012 3.160
N: 4.623 -0.663 2.567
C: 4.076 -1.840 3.429
C: 2.916 -2.603 2.759
C: 3.339 -3.115 1.324
C: 3.935 -2.041 0.471
C: 5.003 -1.228 1.191
C: 3.528 0.384 2.433
H: 8.379 1.397 3.745
H: 7.202 2.637 3.764
H: 8.293 2.409 2.326
H: 7.217 0.448 1.611
H: 6.036 1.818 1.817
H: 5.518 0.469 4.034
H: 6.566 -0.846 3.511
H: 4.899 -2.501 3.700
H: 3.722 -1.393 4.358
H: 2.749 -3.502 3.352
H: 1.909 -2.186 2.748
H: 4.033 -3.945 1.453
H: 2.504 -3.448 0.709
H: 4.378 -2.490 -0.417
H: 3.143 -1.427 0.042
H: 5.753 -1.999 1.367
H: 5.374 -0.414 0.568
H: 3.871 1.272 1.902
H: 3.217 0.662 3.440
H: 2.633 -0.009 1.950
C: 6.055 5.928 2.262
C: 4.716 5.183 2.143
C: 3.513 6.013 2.600
N: 2.099 5.343 2.572
C: 1.862 4.100 3.497
C: 0.299 3.789 3.576
C: -0.687 4.918 3.697
C: -0.441 6.035 2.727
C: 1.004 6.475 2.776
C: 1.933 4.838 1.077
H: 6.219 6.793 1.620
H: 6.885 5.238 2.104
H: 6.066 6.314 3.281
H: 4.690 4.299 2.780
H: 4.565 4.896 1.102
H: 3.460 6.885 1.947
H: 3.736 6.246 3.641
H: 2.080 4.546 4.468
H: 2.413 3.214 3.181
H: 0.039 3.096 4.376
H: 0.093 3.149 2.717
H: -0.672 5.252 4.734
H: -1.664 4.476 3.500
H: -1.131 6.868 2.865
H: -0.740 5.836 1.698
H: 1.217 6.997 3.709
H: 1.176 7.105 1.903
H: 2.275 3.818 0.904
H: 2.459 5.519 0.408
H: 0.852 4.875 0.937
C: -2.053 4.248 -1.751
C: -2.414 3.402 -2.998
C: -1.225 2.642 -3.720
C: -1.775 1.773 -4.887
P: -2.086 0.100 -4.320
C: -0.527 -0.761 -3.817
C: -0.567 -2.347 -3.585
C: 0.669 -2.932 -3.039
C: 0.631 -4.467 -2.991
C: -3.406 -0.039 -3.095
C: -4.857 0.355 -3.717
C: -5.938 0.322 -2.618
C: -6.250 -0.969 -1.920
C: -2.642 -0.840 -5.851
C: -1.691 -0.731 -7.082
C: -2.291 -1.582 -8.253
C: -1.722 -1.153 -9.568
H: -1.767 3.796 -0.802
H: -2.855 4.982 -1.665
H: -1.287 5.006 -1.912
H: -2.764 4.170 -3.687
H: -3.181 2.694 -2.681
H: -0.722 2.073 -2.939
H: -0.555 3.408 -4.111
H: -1.022 1.751 -5.676
H: -2.706 2.036 -5.389
H: -0.062 -0.264 -2.965
H: 0.146 -0.449 -4.615
H: -0.788 -2.896 -4.500
H: -1.443 -2.569 -2.975
H: 0.778 -2.513 -2.039
H: 1.579 -2.667 -3.577
H: 1.352 -4.592 -2.183
H: 1.053 -4.937 -3.879
H: -0.357 -4.853 -2.738
H: -3.070 0.686 -2.354
H: -3.438 -1.029 -2.640
H: -5.034 -0.431 -4.451
H: -4.875 1.345 -4.174
H: -6.887 0.571 -3.093
H: -5.709 1.063 -1.852
H: -6.614 -1.784 -2.546
H: -7.017 -0.888 -1.149
H: -5.315 -1.295 -1.465
H: -3.668 -0.601 -6.133
H: -2.552 -1.886 -5.558
H: -0.658 -1.031 -6.909
H: -1.701 0.320 -7.368
H: -3.375 -1.535 -8.356
H: -2.126 -2.646 -8.087
H: -2.071 -0.177 -9.906
H: -2.252 -1.804 -10.263
H: -0.653 -1.241 -9.766
C: -3.488 -2.314 3.535
C: -3.962 -3.775 3.515
C: -4.781 -4.184 2.210
C: -3.926 -4.287 0.907
C: -2.783 -5.286 1.039
C: -1.969 -5.142 2.387
N: -2.851 -4.810 3.580
O: -2.329 -5.180 4.893
C: -0.861 -4.065 1.943
C: -1.260 -6.467 2.739
C: -4.897 -4.074 4.692
H: -3.277 -1.885 2.555
H: -2.513 -2.148 3.993
H: -4.301 -1.646 3.821
H: -5.568 -3.440 2.089
H: -5.303 -5.118 2.418
H: -3.576 -3.273 0.716
H: -4.575 -4.609 0.093
H: -2.107 -5.354 0.186
H: -3.178 -6.291 0.893
H: -0.212 -4.372 1.123
H: -0.164 -3.789 2.735
H: -1.383 -3.153 1.653
H: -2.006 -7.259 2.807
H: -0.812 -6.386 3.729
H: -0.588 -6.835 1.964
H: -5.350 -5.066 4.688
H: -5.729 -3.383 4.558
H: -4.514 -3.807 5.677

- spin multiplicity = 2
- molecular weight (g mol⁻¹) = 845.2
- net charge = +4
- E_HOMO (alpha / beta) (eV) = -18.699 / -18.797
- orbital gap (alpha / beta) (eV) = 3.422 / 7.219

=====

Entry 6:
17 unconnected molecules or ions with the total composition H34O17 in a non-equilibrium geometry, computed with ωB97M-V/def2-TZVPD.

Element x y z (Å)
O: -2.043 -0.538 3.657
H: -1.371 0.181 3.645
H: -2.082 -0.868 2.755
O: -1.288 -3.586 2.596
H: -1.184 -2.849 3.207
H: -1.046 -3.312 1.687
O: -3.753 4.356 -0.531
H: -3.917 3.442 -0.789
H: -3.912 4.305 0.420
O: -2.755 0.211 -1.238
H: -1.816 0.118 -1.048
H: -3.135 0.959 -0.780
O: 3.917 2.289 0.624
H: 4.869 2.148 0.643
H: 3.738 2.764 1.444
O: 2.423 -0.296 1.250
H: 2.831 -0.769 1.976
H: 2.034 0.544 1.513
O: -0.001 0.556 -0.294
H: 0.621 -0.090 0.099
H: 0.585 0.940 -0.960
O: 1.632 -2.033 3.181
H: 2.024 -2.078 2.296
H: 1.960 -2.939 3.397
O: -0.056 1.055 3.057
H: -0.241 1.200 2.117
H: 0.255 1.948 3.273
O: 1.612 4.222 -1.970
H: 1.972 3.938 -2.826
H: 1.329 3.343 -1.685
O: 4.125 -2.017 0.573
H: 4.715 -2.281 -0.143
H: 3.372 -1.553 0.135
O: -2.547 -2.867 -2.630
H: -2.783 -3.470 -1.912
H: -2.890 -2.074 -2.182
O: -1.429 -4.330 -0.198
H: -0.939 -4.966 -0.736
H: -1.716 -3.697 -0.880
O: -0.147 -0.740 -3.236
H: -0.204 -0.265 -2.407
H: 0.608 -1.296 -3.394
O: 2.445 -0.978 -2.017
H: 1.951 -1.809 -2.153
H: 3.088 -1.468 -1.491
O: 1.243 3.445 1.494
H: 1.615 3.485 0.601
H: 0.286 3.459 1.412
O: -3.837 1.187 -4.096
H: -3.604 0.849 -4.974
H: -3.357 2.024 -4.134

- relative energy (zero: lowest compared OMol25 entry of this formula, charge and spin) (eV) = 4.172
- spin multiplicity = 1
- molecular weight (g mol⁻¹) = 306.3
- E_HOMO (eV) = -10.471
- orbital gap (eV) = 9.938

=====

Entry 7:
2 unconnected molecules or ions with the total composition C2H8N2PS in a non-equilibrium geometry, computed with ωB97M-V/def2-TZVPD.

Element x y z (Å)
C: 0.303 -1.595 0.590
C: -2.159 -0.950 -0.655
N: 1.340 0.646 -0.303
N: 1.168 -1.942 1.414
P: 1.405 2.157 -0.431
S: -1.298 -1.338 0.922
H: -2.478 -1.643 -1.398
H: -1.402 -0.272 -1.272
H: -2.968 -0.379 -0.233
H: 0.593 -1.393 -0.397
H: 2.254 -1.801 1.346
H: 0.888 -1.897 2.457
H: 0.328 2.883 -0.081
H: 2.552 2.883 -0.803

- relative energy (zero: lowest compared OMol25 entry of this formula, charge and spin) (eV) = 3.923
- spin multiplicity = 1
- molecular weight (g mol⁻¹) = 123.1
- net charge = +1
- E_HOMO (eV) = -13.255
- orbital gap (eV) = 9.145